No. 1
Formula: C7H17NO
Source: the OMol25 dataset
Level of theory: wB97M-V/def2-TZVPD

The geometry in XYZ format:
```
26
Properties=species:S:1:pos:R:3:forces:R:3:mulliken_charge:R:1
C -2.18575 0.70871 -1.95352 0.835 1.048 -1.657 -0.94
C -0.81912 0.19880 -2.44220 1.830 -0.400 2.537 -0.96
N 0.28896 0.30631 -1.39490 -1.694 1.117 -0.945 -0.03
C 0.02210 -0.45776 -0.18238 1.345 -0.452 -0.856 -1.22
C 0.79250 1.57450 -1.14292 0.971 0.336 0.628 0.77
C 0.16783 2.82165 -1.74231 -0.632 -0.630 1.383 -1.15
O 1.71839 1.71838 -0.36192 -0.236 -0.077 0.076 -0.61
H -2.38667 1.72387 -2.31855 -0.056 -0.282 -0.535 0.28
H -2.18973 0.93331 -0.89742 -0.337 -1.036 0.478 0.31
H -2.89410 0.01735 -2.40325 -0.638 0.204 0.814 0.33
H -0.83165 -0.88526 -2.52394 -0.373 -0.042 -0.652 0.47
H -0.32659 0.62799 -3.30363 -0.732 0.115 -0.572 0.55
H 0.96867 -0.48770 0.34476 -0.222 0.259 0.485 0.43
H -0.79347 -0.02851 0.39568 -0.032 -0.256 0.261 0.33
H -0.13589 -1.48790 -0.49978 -0.525 -0.045 0.223 0.43
H -0.25617 2.62800 -2.71002 0.132 0.676 -0.558 0.35
H -0.65468 3.07759 -1.05330 -0.247 -0.437 -0.290 0.24
H 0.80268 3.66887 -1.52537 0.590 0.020 -0.972 0.37
C 0.80234 -1.95203 3.91105 0.273 -1.247 -0.061 -0.88
C 1.44421 -2.19961 2.52925 -1.153 0.891 0.245 -0.44
H 0.37775 -2.91029 4.22976 -0.373 0.241 0.041 0.25
H 1.50561 -1.72123 4.71002 0.100 0.383 -0.174 0.28
H 0.00595 -1.21576 3.84114 0.107 0.123 0.227 0.29
H 1.72066 -3.23615 2.36037 0.504 0.132 0.108 0.34
H 2.20329 -1.45360 2.31749 0.505 -0.334 -0.053 0.28
H 0.65287 -1.96954 1.81590 0.057 -0.308 -0.181 -0.08
```
Forces are in eV/Å.

Results
E_LUMO: 0.88 eV
frontier orbital gap: 10.098 eV
multiplicity: 1



No. 2
Formula: C19H45ClO2P2Ti
Source: the OMol25 dataset
Level of theory: wB97M-V/def2-TZVPD

The geometry in XYZ format:
```
70
Properties=species:S:1:pos:R:3:forces:R:3:mulliken_charge:R:1
Ti 0.01275 0.04821 0.01535 1.830 -1.624 1.181 -2.34
Cl -1.37377 1.97200 -0.60814 0.130 -0.082 0.014 -0.44
P -1.33770 -0.05097 1.96642 -2.085 0.208 2.301 0.96
C -3.17774 0.20867 1.62268 0.320 0.078 0.147 1.03
C -1.31051 -1.56874 3.05118 -0.186 0.307 0.032 0.56
C -0.91790 1.44444 3.01741 -0.209 -0.183 -0.278 0.79
C -3.66010 -0.38876 0.30741 -0.173 -0.173 -0.113 -1.59
H -3.23879 1.29282 1.52115 0.057 0.113 0.066 0.53
C -4.10646 -0.23042 2.75172 -0.007 0.018 0.140 -1.92
H -4.27891 -1.30420 2.73179 0.027 -0.152 -0.020 0.33
H -5.07612 0.24985 2.61804 -0.051 0.006 -0.047 0.47
H -3.75238 0.03019 3.74316 0.027 0.054 0.104 0.40
H -3.40824 0.24687 -0.53252 0.157 -0.008 -0.113 0.23
H -4.74616 -0.48802 0.33864 -0.080 0.021 0.024 0.49
H -3.24563 -1.37786 0.12661 -0.020 -0.088 -0.028 0.25
H -1.18846 2.23745 2.31701 -0.022 0.024 -0.089 0.50
C 0.57045 1.58787 3.31549 0.290 -0.102 -0.003 -1.54
C -1.73446 1.62644 4.28746 -0.149 0.007 0.133 -1.75
H -2.74906 1.95697 4.08736 -0.146 -0.032 -0.037 0.35
H -1.26602 2.38846 4.91155 0.014 0.055 -0.006 0.49
H -1.77994 0.71265 4.87947 0.029 -0.065 0.086 0.31
H 1.18405 0.98023 2.65622 0.160 0.057 0.033 0.26
H 0.80667 1.32061 4.34162 -0.045 -0.152 0.158 0.40
H 0.86534 2.62793 3.17623 0.076 -0.001 0.000 0.38
C -1.64890 -2.80758 2.22885 -0.052 -0.015 0.034 -1.34
H -2.11573 -1.41103 3.76899 -0.070 -0.019 0.049 0.58
C -0.02198 -1.75474 3.84126 0.118 0.012 -0.054 -1.62
H -2.69090 -2.83350 1.92348 -0.126 0.085 -0.096 0.27
H -1.46141 -3.70069 2.82620 0.028 -0.029 -0.040 0.53
H -1.03560 -2.86378 1.33601 0.022 -0.145 -0.095 0.03
H 0.85911 -1.60000 3.22863 0.219 -0.045 -0.109 0.23
H 0.01652 -2.77518 4.22477 0.023 -0.010 0.011 0.51
H 0.02816 -1.08775 4.69611 0.034 0.205 0.066 0.28
H -1.21754 -0.63636 -0.80428 -0.897 -0.345 -0.492 0.35
H 0.82746 1.31350 0.63767 0.302 0.933 0.163 0.37
P 1.14838 0.44639 -2.03275 1.188 0.872 -2.727 0.90
C 1.57717 2.26541 -2.31418 -0.141 -0.271 -0.021 1.09
C 2.74714 -0.43972 -2.40683 -0.190 0.233 -0.245 0.56
C -0.06384 0.10663 -3.42258 0.217 0.304 0.216 0.71
C 1.94131 3.02851 -1.04722 0.128 0.142 0.100 -1.59
H 0.62780 2.67010 -2.66679 -0.116 -0.044 -0.081 0.60
C 2.64123 2.51356 -3.37999 0.034 -0.051 -0.128 -1.88
H 3.64377 2.35369 -2.98891 0.097 -0.056 0.082 0.33
H 2.58671 3.55523 -3.69731 -0.005 0.061 0.026 0.47
H 2.53012 1.90097 -4.26812 -0.036 -0.058 -0.109 0.38
H 1.06430 3.25088 -0.45174 -0.094 -0.084 0.121 0.20
H 2.40662 3.97578 -1.32430 0.021 0.060 -0.064 0.49
H 2.64939 2.48475 -0.42623 0.089 -0.031 0.046 0.27
H -0.82506 0.85201 -3.18258 -0.017 0.055 0.043 0.50
C -0.72607 -1.26429 -3.33957 -0.065 -0.294 0.061 -1.29
C 0.43475 0.36849 -4.83539 0.090 0.089 -0.162 -1.79
H 0.54012 1.42687 -5.05284 0.076 0.133 0.013 0.35
H -0.28273 -0.03525 -5.55071 -0.054 0.014 -0.019 0.51
H 1.38879 -0.12028 -5.03122 0.078 -0.076 -0.035 0.31
H -0.51888 -1.76855 -2.39995 -0.117 -0.140 -0.008 0.07
H -0.41241 -1.91562 -4.15048 0.179 -0.066 -0.119 0.43
H -1.80663 -1.14567 -3.41985 -0.016 -0.109 0.066 0.34
C 3.76921 -0.16253 -1.30945 0.061 -0.005 0.123 -1.51
H 3.10989 0.01743 -3.32780 0.010 -0.012 -0.099 0.60
C 2.59345 -1.93243 -2.66693 -0.081 0.049 -0.035 -1.51
H 4.27242 0.79128 -1.44021 -0.033 0.164 -0.021 0.25
H 4.53406 -0.93991 -1.32260 0.017 0.012 0.058 0.48
H 3.30221 -0.16458 -0.33036 0.035 -0.105 0.280 0.18
H 2.07001 -2.43673 -1.86226 0.028 -0.144 0.046 0.15
H 3.58345 -2.38282 -2.75109 -0.004 -0.024 0.039 0.55
H 2.07074 -2.12884 -3.59763 -0.196 -0.026 -0.111 0.28
O 1.99823 -3.52260 0.81701 -4.132 3.617 -2.432 -0.70
C 1.14792 -2.65108 0.32902 5.287 -3.377 3.353 -0.07
O 1.24031 -1.38870 0.66819 -1.489 0.307 -1.083 -0.56
H 0.38600 -2.97398 -0.36739 -0.392 -0.050 -0.300 0.55
```
Forces are in eV/Å.

Results
E_LUMO: -0.66 eV
frontier orbital gap: 7.671 eV
multiplicity: 1



No. 3
Formula: C5H5FLiNaO4
Source: the OMol25 dataset
Level of theory: wB97M-V/def2-TZVPD

The geometry in XYZ format:
```
17
Properties=species:S:1:pos:R:3:forces:R:3:mulliken_charge:R:1
H 0.40548 -0.38344 -1.92423 0.823 0.018 -0.385 0.25
O 0.92036 -0.38326 0.03122 -1.218 0.437 0.604 -0.18
O 2.81841 -1.29248 -0.50801 0.410 -0.782 0.019 -0.29
O 2.78675 0.43198 0.96989 -0.240 -0.834 0.176 -0.49
C 0.65616 -1.12637 -1.15867 -4.263 1.255 -0.642 0.05
C 1.85564 -1.88742 -1.29812 0.306 -0.782 -0.592 -0.34
C 2.24545 -0.37603 0.28289 0.303 1.243 -0.414 0.63
H 2.20858 -2.48538 -2.13170 -0.102 0.192 0.327 0.36
C -2.82099 0.95883 -1.21720 2.413 -2.719 -1.035 -0.18
C -2.46474 -0.36177 -0.86455 -2.929 5.680 -0.256 -0.16
O -2.32078 -0.45970 0.47911 1.165 -2.283 -0.333 -0.98
Li -3.08112 -1.64209 1.56237 0.082 0.153 -0.362 0.86
Na -0.86580 1.08936 1.19434 0.272 -0.007 -0.333 0.95
F -2.02919 1.92009 -0.60419 -1.162 0.759 0.845 -0.28
H -3.24264 1.29309 -2.16195 0.420 0.107 0.123 0.37
H -0.87523 -1.36934 -1.26388 4.340 -0.767 0.957 -0.05
H -2.43052 -0.89695 -1.83128 -0.620 -1.670 1.300 0.47
```
Forces are in eV/Å.

Results
E_LUMO (spin up / spin down): -4.23 / -4.24 eV
charge: +1
frontier orbital gap (spin up / spin down): 6.846 / 7.302 eV
multiplicity: 2



No. 4
Formula: C4H13NO
Source: the OMol25 dataset
Level of theory: wB97M-V/def2-TZVPD

The geometry in XYZ format:
```
19
Properties=species:S:1:pos:R:3:forces:R:3:mulliken_charge:R:1
C 1.37445 -0.40747 1.90485 0.241 0.385 -0.030 -1.25
C 1.15180 0.04016 0.45919 -0.087 0.015 0.293 -0.45
N -0.27894 -0.01332 0.16488 0.076 0.128 0.302 -0.40
C -0.75499 0.68688 -1.03364 -0.333 -0.066 -0.332 -0.19
C 0.23968 0.71619 -2.17507 0.388 -0.338 0.234 -1.30
H 1.32793 0.45590 2.57608 -0.046 -0.064 -0.038 0.33
H 2.36822 -0.83858 2.01924 -0.074 -0.122 0.092 0.36
H 0.61199 -1.10662 2.23791 0.056 -0.282 -0.117 0.30
H 1.54552 1.05681 0.36981 0.134 0.102 -0.181 0.32
H 1.69118 -0.58777 -0.24420 0.041 -0.116 -0.031 0.37
H -0.71042 0.40153 0.98354 -0.295 0.046 -0.106 0.30
H -1.65557 0.16376 -1.36937 -0.029 0.068 -0.027 0.25
H -1.06346 1.71034 -0.82506 0.046 0.257 0.219 0.29
H 1.17094 1.19156 -1.87077 -0.058 0.260 -0.173 0.32
H 0.50882 -0.28111 -2.48538 0.060 -0.540 -0.029 0.34
H -0.15888 1.18984 -3.06154 -0.168 0.379 -0.031 0.38
O -2.47202 -1.82298 0.93992 -0.114 0.313 -0.083 -0.72
H -1.68728 -1.33984 0.61574 0.020 -0.208 -0.008 0.46
H -3.20897 -1.21529 0.79387 0.143 -0.218 0.047 0.29
```
Forces are in eV/Å.

Results
E_LUMO: 0.94 eV
frontier orbital gap: 10.185 eV
multiplicity: 1



No. 5
Formula: C7H9N
Source: the OMol25 dataset
Level of theory: wB97M-V/def2-TZVPD

The geometry in XYZ format:
```
17
Properties=species:S:1:pos:R:3:forces:R:3:mulliken_charge:R:1
C -1.32528 2.20372 0.87342 0.178 0.438 1.064 -0.83
C -0.77758 1.02377 1.17115 0.809 -0.306 -1.274 -0.33
C 0.24307 0.43087 0.27979 -1.362 -0.296 0.252 0.58
C 1.07821 1.10665 -0.65313 0.138 -0.240 -0.178 -0.59
C 1.56028 0.15690 -1.50820 -0.270 0.462 -0.286 -0.58
N 0.97602 -1.03556 -1.18626 0.934 -0.216 0.225 -0.07
C 0.24089 -0.91670 -0.03123 0.317 -0.125 -1.167 0.21
C -0.50606 -2.10937 0.46033 -0.617 0.460 0.561 -1.34
H -1.14631 2.71721 -0.06150 0.441 -0.038 0.013 0.31
H -1.80834 2.80612 1.63806 -0.705 -0.405 -0.220 0.24
H -1.10757 0.33635 1.93857 0.003 0.595 0.707 0.34
H 1.26929 2.16336 -0.72673 0.042 0.036 0.196 0.45
H 2.22944 0.24678 -2.34834 -0.029 -0.045 0.023 0.41
H 1.26681 -1.88738 -1.63600 -0.196 -0.158 0.262 0.21
H -0.32048 -2.30705 1.51825 0.156 -0.065 -0.064 0.32
H -0.29027 -3.00592 -0.11294 0.185 -0.016 -0.050 0.35
H -1.58212 -1.92977 0.38475 -0.024 -0.081 -0.063 0.31
```
Forces are in eV/Å.

Results
E_LUMO: 0.95 eV
frontier orbital gap: 8.670 eV
multiplicity: 1



No. 6
Formula: C39H22F4IN6O5RbTe
Source: the OMol25 dataset
Level of theory: wB97M-V/def2-TZVPD

The geometry in XYZ format:
```
79
Properties=species:S:1:pos:R:3:forces:R:3:mulliken_charge:R:1
Rb -1.15270 -0.68998 0.14648 0.351 -1.022 -0.280 0.53
C -2.53801 -0.02395 -5.19990 2.711 -0.078 -0.200 -1.13
C -3.60380 -0.42210 -4.30829 -1.353 -0.953 0.558 0.72
N -4.68221 -0.87145 -4.90597 0.213 -0.053 -0.281 -0.68
C -5.76175 -1.23471 -4.21244 -0.943 1.013 1.396 -1.11
C -5.89006 -0.82708 -2.86608 -0.364 -1.369 -0.359 0.79
C -7.16035 -1.02874 -2.03535 -0.527 -0.122 0.101 -0.80
O -7.62843 0.13050 -1.31780 -0.365 -1.048 0.299 -0.55
C -4.73143 -0.35783 -2.22076 0.783 -0.354 -0.964 0.94
C -4.70279 0.06389 -0.86867 0.748 1.360 0.589 -1.08
N -4.06664 1.08591 -0.40071 -1.657 -2.016 1.355 -0.20
C -3.75637 2.30559 -0.85718 0.015 1.087 -1.647 0.53
C -4.27547 2.98134 -2.00465 0.225 -0.848 0.314 -0.15
C -3.91332 4.26018 -2.34823 0.400 0.715 0.920 -0.75
C -3.17243 5.04770 -1.43787 -0.418 -0.469 0.452 -0.55
C -2.80607 4.44311 -0.22079 -0.077 0.928 -1.613 -0.57
C -2.97697 3.09611 -0.03533 0.616 0.031 0.891 -0.08
I -1.99398 2.19612 1.58776 -0.286 0.681 0.367 0.05
C -3.43593 -0.48036 -2.85904 -0.853 0.638 -1.394 0.29
O -2.31080 -0.56671 -2.32749 0.040 0.466 0.383 -0.60
H -2.91132 0.05766 -6.22378 0.108 -0.175 0.182 0.39
H -1.74418 -0.86329 -5.11366 -0.760 1.604 -0.384 0.20
H -2.10295 0.96603 -4.89967 -0.012 -0.937 -0.163 0.18
H -6.55905 -1.65623 -4.82237 -0.148 0.027 0.456 0.37
H -7.09136 -1.75910 -1.21343 0.636 -0.113 -0.440 0.30
H -7.99304 -1.40257 -2.64945 0.319 0.161 -0.248 0.31
H -7.23982 0.88985 -1.69786 0.614 1.330 -0.730 0.37
H -5.19500 -0.54630 -0.12867 -0.167 -0.290 0.458 0.44
H -4.97383 2.47735 -2.64403 -0.048 -0.475 -0.256 0.34
H -4.28497 4.64835 -3.28193 -0.001 0.261 -0.113 0.39
H -2.95492 6.11467 -1.57820 -0.210 -0.563 -0.131 0.36
H -2.42713 5.06468 0.55491 0.677 0.189 0.440 0.43
F -1.14708 -2.10458 2.94600 1.047 0.306 0.663 -0.34
C -0.11657 -2.46006 3.80807 0.050 -0.034 -0.134 -0.28
C 0.02412 -1.87700 5.05983 0.361 0.023 0.177 0.58
F -0.59978 -0.71943 5.35699 -0.541 -0.311 -0.197 -0.36
C 0.91821 -2.38119 6.03246 -1.144 1.321 0.747 0.34
C 1.66757 -3.43821 5.63924 1.357 -2.009 0.200 0.96
C 1.65125 -3.94786 4.34633 0.085 0.945 1.186 -0.02
F 2.49571 -4.95738 4.12866 0.001 -0.363 -0.607 -0.35
C 0.81087 -3.42122 3.36919 -0.057 -0.739 0.145 0.79
C 0.93454 -3.94522 2.02639 0.548 -0.567 -1.267 0.16
C -0.02882 -3.91767 1.02169 -2.313 0.212 -1.205 0.25
N -0.86660 -3.90347 0.19138 1.378 0.171 1.275 -0.78
C 2.15329 -4.41612 1.50295 1.648 0.075 0.156 0.25
N 3.21369 -4.72074 1.08504 -1.834 0.048 0.487 -0.98
F 2.46949 -4.11205 6.56301 -0.941 0.862 -1.249 -0.36
C 1.07600 -1.81446 7.39126 0.920 -0.533 -1.068 -0.50
C 0.02092 -1.53171 8.24417 -1.587 -0.036 1.392 0.26
N -0.86525 -1.38056 9.00399 1.168 0.043 -1.126 -0.72
C 2.40331 -1.79571 7.87786 0.804 1.290 1.049 0.12
N 3.46595 -1.58613 8.32769 -1.108 -0.631 -0.594 -0.73
O 4.35190 -2.62919 -0.05929 -0.102 0.289 -0.133 -0.60
C 4.55521 -1.87457 1.04247 0.183 1.154 0.417 0.25
C 5.56156 -2.23274 1.94873 -0.751 1.114 0.755 -0.29
C 5.86522 -1.45269 3.08177 -0.760 -0.211 -0.813 -0.51
C 5.10947 -0.31150 3.31885 0.152 1.086 1.160 -0.54
C 4.05944 0.03654 2.49501 0.069 -0.561 -1.722 -0.57
C 3.85400 -0.65832 1.28621 0.159 -1.096 0.951 0.46
C 2.79798 -0.21073 0.34327 -1.642 -3.149 -1.207 0.41
O 1.91976 -0.96070 -0.10073 0.821 1.305 0.698 -0.51
O 2.96428 1.01800 -0.00959 0.494 3.401 -1.888 -0.66
H 3.93069 -3.49935 0.21456 0.185 0.256 0.102 0.48
H 5.97615 -3.17156 1.72544 0.944 -1.037 0.063 0.48
H 6.58536 -1.72686 3.84053 0.236 -0.232 -0.306 0.38
H 5.35214 0.37793 4.16321 -0.337 -0.977 -0.514 0.31
H 3.33498 0.80939 2.68380 0.315 0.541 0.366 0.47
Te 1.97388 2.04234 -1.70192 -0.660 -0.669 0.846 0.71
C 3.24782 3.03710 -3.14195 2.209 0.201 0.399 0.15
C 4.59171 3.26950 -2.67071 -1.162 -0.230 0.137 -0.24
C 5.57070 3.71709 -3.56508 -0.936 -0.226 -0.905 -0.62
C 5.19321 3.95479 -4.89952 -0.388 0.272 -0.243 -0.31
C 3.84664 3.81929 -5.35405 2.055 0.598 -0.024 -0.47
C 2.88552 3.38095 -4.49626 -1.302 -1.221 2.212 -0.32
H 4.84383 3.10366 -1.58010 -0.313 0.064 -1.471 0.26
H 6.60198 3.82105 -3.24976 -0.090 0.136 -0.012 0.36
H 5.91504 4.32322 -5.64415 -0.179 -0.293 0.549 0.30
H 3.64154 4.07824 -6.39904 -0.134 -0.146 0.505 0.33
H 1.82624 3.27126 -4.80354 0.827 -0.048 0.089 0.31
```
Forces are in eV/Å.

Results
E_LUMO: 1.39 eV
charge: -2
frontier orbital gap: 3.227 eV
multiplicity: 1